Here is a 2-piece molecular cluster, C12H22N4O4 overall from the Open Molecules 2025 dataset. Energies are from wB97M-V/def2-TZVPD.

Results
gap between HOMO and LUMO	9.312	eV
calculated total energy	-26953.030	eV
lowest unoccupied orbital energy	0.011	Ha
2S+1	1
M	286.33	g mol⁻¹

Element x y z (Å)
1 N 1.0494 1.8858 -1.9607
2 C 2.4413 1.8236 -2.4159
3 C 2.7594 0.6785 -3.3901
4 C 1.9223 0.7511 -4.6285
5 C 2.2843 1.1675 -5.8788
6 N 1.1359 1.1054 -6.6334
7 C 0.1400 0.6733 -5.8189
8 N 0.5739 0.4496 -4.6021
9 C 2.8275 3.1706 -3.0569
10 O 3.8348 3.3210 -3.7060
11 O 1.9628 4.1517 -2.8076
12 H 0.4413 1.4562 -2.6602
13 H 0.9248 1.3696 -1.0967
14 H 3.0884 1.7254 -1.5352
15 H 3.8183 0.7400 -3.6551
16 H 2.5872 -0.2782 -2.8823
17 H 3.2259 1.5149 -6.2770
18 H 1.0501 1.3448 -7.6091
19 H -0.8750 0.5366 -6.1640
20 H 1.2387 3.7156 -2.2952
21 C -3.8397 -2.7436 3.7389
22 C -2.3643 -2.3477 3.8188
23 C -1.7720 -2.7268 5.1774
24 C -2.2208 -0.8498 3.5188
25 C -0.7998 -0.2708 3.5926
26 N -0.8505 1.1488 3.2747
27 C 0.1310 -1.0902 2.7085
28 O 0.8400 -1.9965 3.0790
29 O 0.0609 -0.7184 1.4110
30 H -4.2740 -2.4853 2.7671
31 H -4.4216 -2.2264 4.5114
32 H -3.9681 -3.8216 3.8904
33 H -1.8213 -2.9114 3.0466
34 H -1.9782 -3.7781 5.4097
35 H -2.2099 -2.1151 5.9773
36 H -0.6851 -2.5926 5.1922
37 H -2.8289 -0.2700 4.2243
38 H -2.6228 -0.6428 2.5165
39 H -0.4163 -0.3815 4.6123
40 H 0.0714 1.5667 3.3737
41 H -1.1185 1.2678 2.3022
42 H 0.6569 -1.3176 0.9302

List of Löwdin charges in e, atom by atom: 0.050 -0.283 -0.097 -0.304 -0.040 0.054 -0.190 0.085 -0.508 0.094 0.108 0.066 0.082 0.156 0.121 0.120 0.126 0.150 0.118 0.093 -0.086 -0.434 -0.073 -0.142 -0.329 0.055 -0.490 0.107 0.094 0.077 0.082 0.078 0.134 0.080 0.088 0.068 0.128 0.125 0.149 0.083 0.075 0.130


Here is C12H23As2CuF12N3O3 as an isolated structure from the Open Molecules 2025 dataset. Energies are from wB97M-V/def2-TZVPD.

Results
gap between HOMO and LUMO (spin up / spin down)	2.270 / 7.848	eV
calculated total energy	-222358.436	eV
lowest unoccupied orbital energy (spin up / spin down)	0.088 / -0.021	Ha
2S+1	3
net charge	-1
⟨S²⟩	2.002
M	698.70	g mol⁻¹

Element x y z (Å)
1 Cu 17.7512 5.9963 21.5474
2 As 15.8122 6.3670 24.9224
3 F 14.8305 6.5955 26.4876
4 F 14.3810 5.5333 24.2506
5 F 16.7308 6.1366 23.3950
6 F 17.2545 7.1215 25.6001
7 F 16.4244 4.7603 25.5673
8 F 15.1843 7.9346 24.2237
9 As 21.3754 4.4138 20.6411
10 F 23.0051 3.8093 20.1842
11 F 20.6433 3.7143 19.1302
12 F 19.6861 5.0029 21.1374
13 F 22.0392 5.1633 22.1166
14 F 21.6933 5.8878 19.7201
15 F 21.1083 2.8518 21.5018
16 C 18.1379 1.1769 22.4085
17 C 17.8684 2.6569 22.4054
18 N 17.7114 3.7942 22.3641
19 H 17.2217 0.6292 22.6289
20 H 18.8962 0.8655 23.1270
21 H 18.5230 0.9022 21.4264
22 C 19.5127 7.2116 16.8436
23 C 19.1572 7.2319 18.2915
24 N 18.8834 7.1851 19.3999
25 H 20.1025 6.3034 16.7199
26 H 20.1705 8.0676 16.6929
27 H 18.7476 7.4525 16.1055
28 C 17.3191 2.7166 17.7062
29 C 17.3772 3.7884 18.6857
30 N 17.4323 4.5835 19.5150
31 H 16.7423 3.0493 16.8432
32 H 16.8890 1.8105 18.1329
33 H 18.3254 2.3980 17.4346
34 C 20.1121 6.6424 24.0362
35 O 19.4100 7.1822 22.8548
36 C 18.8868 8.4380 23.2684
37 C 18.2186 9.1784 22.1970
38 O 17.3786 8.1972 21.6331
39 C 16.1130 8.6203 21.2695
40 C 15.4840 7.5480 20.4016
41 O 15.6974 6.3150 21.1099
42 C 14.7608 5.2977 20.9891
43 H 20.9713 7.1269 24.5000
44 H 20.4444 5.6237 23.8361
45 H 19.5070 6.5390 24.9369
46 H 19.5840 9.1604 23.6929
47 H 18.1180 8.3117 24.0308
48 H 18.8852 9.6361 21.4661
49 H 17.7333 9.8785 22.8771
50 H 16.0508 9.5702 20.7384
51 H 15.4814 8.8684 22.1225
52 H 15.9404 7.5710 19.4120
53 H 14.4234 7.6988 20.2001
54 H 14.9776 4.5293 21.7312
55 H 14.4678 4.9794 19.9887
56 H 13.8328 5.7416 21.3493

List of Löwdin charges in e, atom by atom: 0.751 0.982 -0.320 -0.276 -0.295 -0.262 -0.305 -0.286 0.927 -0.305 -0.319 -0.354 -0.282 -0.286 -0.304 -0.066 -0.166 0.172 0.068 0.079 0.069 -0.103 -0.232 0.182 0.077 0.067 0.058 -0.235 -0.254 0.178 0.038 0.044 0.067 -0.065 -0.184 -0.245 -0.167 -0.198 -0.198 -0.145 -0.293 -0.133 0.092 0.076 0.075 0.141 0.103 0.142 0.145 0.133 0.119 0.110 0.132 0.088 0.073 0.092


Here is one molecule with the formula C12H23BrO3Si from the Open Molecules 2025 dataset. Energies are from wB97M-V/def2-TZVPD.

Results
gap between HOMO and LUMO	10.678	eV
calculated total energy	-96876.643	eV
lowest unoccupied orbital energy	0.017	Ha
2S+1	1
M	323.30	g mol⁻¹

Element x y z (Å)
1 C 5.8599 -2.0543 0.5788
2 C 4.7479 -1.7274 -0.5240
3 O 4.9502 -2.0322 -1.7274
4 O 3.5194 -1.0761 -0.1603
5 C 3.6961 0.3732 -0.2505
6 C 2.4164 1.1119 0.3852
7 C 1.4642 1.7107 -0.7582
8 C 0.5048 2.9227 -0.2369
9 C -1.0465 2.5812 -0.4820
10 C -1.7117 1.7046 0.7217
11 C -2.7545 0.7039 0.0204
12 C -3.8860 0.1140 1.0049
13 Si -3.4642 -1.7576 1.3012
14 C -4.2992 -2.8323 -0.0864
15 C -3.4936 -2.7569 -1.4874
16 O -2.6908 -3.6547 -1.8417
17 Br -3.7614 -1.2541 -2.7619
18 H 5.8559 -3.1849 0.7260
19 H 5.5768 -1.5458 1.5581
20 H 6.9063 -1.7488 0.2127
21 H 3.8335 0.6762 -1.3555
22 H 4.6158 0.7219 0.3573
23 H 1.8241 0.3425 1.0036
24 H 2.8071 1.9137 1.1084
25 H 0.7452 0.8952 -1.1293
26 H 2.1174 2.0512 -1.6347
27 H 0.7580 3.2295 0.8343
28 H 0.7395 3.8350 -0.9096
29 H -1.6069 3.5858 -0.5539
30 H -1.2042 2.0153 -1.4593
31 H -2.2190 2.4846 1.4066
32 H -0.9201 1.1845 1.3658
33 H -2.2295 -0.1700 -0.5095
34 H -3.2943 1.3291 -0.7900
35 H -4.8803 0.1164 0.4232
36 H -4.0193 0.6970 1.9807
37 H -1.9936 -1.8423 1.1216
38 H -3.8728 -2.2215 2.6431
39 H -5.3651 -2.5073 -0.3305
40 H -4.2257 -3.9338 0.2355

List of Löwdin charges in e, atom by atom: -0.007 -0.405 0.058 -0.096 -0.189 -0.169 -0.194 -0.206 -0.223 -0.200 -0.326 -0.330 0.666 -0.285 -0.763 -0.048 0.658 0.093 0.083 0.100 0.134 0.131 0.121 0.113 0.115 0.106 0.107 0.106 0.112 0.103 0.115 0.109 0.056 0.103 0.072 0.075 -0.017 -0.052 0.083 0.091


Here is C12H23CeN2O2P2 as an isolated structure from the Open Molecules 2025 dataset. Energies are from wB97M-V/def2-TZVPD.

Results
gap between HOMO and LUMO (spin up / spin down)	8.815 / 8.989	eV
calculated total energy	-51383.564	eV
lowest unoccupied orbital energy (spin up / spin down)	-0.257 / -0.256	Ha
2S+1	2
net charge	+2
⟨S²⟩	0.751
M	429.39	g mol⁻¹

Element x y z (Å)
1 Ce 0.3566 -1.2025 1.0034
2 P -2.6858 -0.0527 0.9113
3 C -2.1461 0.6686 -0.7135
4 C -0.7573 1.0912 -1.1759
5 N 0.3875 0.7330 -0.5483
6 C 1.5710 1.2927 -0.9170
7 C 1.6608 2.0470 -2.0805
8 C 0.5127 2.2989 -2.8275
9 C -0.7070 1.8346 -2.3483
10 C 2.7825 1.1680 -0.0139
11 P 3.0074 -0.4239 0.9194
12 H -1.6430 2.0174 -2.8795
13 H 2.6442 2.4141 -2.3773
14 H 0.5673 2.8781 -3.7533
15 H 3.6843 1.3031 -0.6234
16 H 2.7824 1.9630 0.7506
17 H -2.5733 -0.0082 -1.4493
18 H -2.7594 1.5957 -0.7171
19 H -1.6515 -4.4790 -2.9515
20 O -2.4103 -4.5516 -3.5312
21 H -2.7083 -3.6265 -3.6605
22 H -2.2632 -1.2065 1.6699
23 O -0.9282 -2.5973 1.8452
24 H -1.3681 -3.3476 2.2954
25 C 3.7338 -1.4841 -0.3883
26 H 4.7955 -1.2256 -0.5126
27 H 3.6398 -2.5342 -0.0733
28 H 3.1974 -1.3659 -1.3412
29 C 4.3841 -0.1315 2.0484
30 H 4.3587 -0.9234 2.8084
31 H 5.3486 -0.1692 1.5274
32 H 4.2630 0.8310 2.5588
33 C -2.8807 1.3296 2.0366
34 H -3.5906 2.0414 1.5957
35 H -3.2694 0.9695 2.9967
36 H -1.9152 1.8090 2.2208
37 C -4.3508 -0.6889 0.5814
38 H -4.6406 -1.3609 1.4034
39 H -5.0890 0.1246 0.5008
40 H -4.3325 -1.2905 -0.3396
41 N 0.5329 1.6213 3.0976
42 C 0.4598 0.6381 2.4519

List of Löwdin charges in e, atom by atom: 1.089 0.925 -0.186 -0.278 -0.028 -0.277 0.025 0.021 0.004 -0.248 0.769 0.139 0.139 0.141 0.109 0.116 0.104 0.134 0.013 -0.051 0.040 0.053 -0.492 0.068 -0.235 0.069 0.057 0.059 -0.218 0.064 0.067 0.069 -0.185 0.083 0.090 0.036 -0.181 0.081 0.084 0.073 0.068 -0.412